DFT (wB97M-V/def2-TZVPD) results for a molecular structure, C32H39ErN5S.

Calculated values
Highest occupied orbital energy (alpha / beta): -1.225 / -1.289 eV
Spin multiplicity: 4
Frontier orbital gap (alpha / beta): 3.47 / 3.53 eV
<S²>: 3.7546
Lowest unoccupied orbital energy (alpha / beta): 2.2 / 2.2 eV
Charge: -1
Energy: -2929.781884 hartree

Atoms and positions in Å:
Er 0.49 -0.32 0.95
N -1.01 -3.52 2.62
N 2.15 -1.34 -0.19
C 0.67 2.31 0.60
C 2.03 1.88 0.69
C 2.22 1.30 1.99
C 3.44 0.60 2.46
H 4.29 0.82 1.80
H 3.31 -0.50 2.47
H 3.70 0.91 3.48
C 1.01 1.47 2.73
C 0.79 1.11 4.16
H 0.73 2.02 4.79
H 1.62 0.50 4.54
H -0.14 0.55 4.32
C 0.05 2.09 1.87
C -1.31 2.55 2.28
H -1.78 1.85 2.97
H -1.97 2.65 1.41
H -1.26 3.53 2.78
C 3.11 2.15 -0.29
H 3.84 2.87 0.12
H 2.70 2.57 -1.21
H 3.67 1.24 -0.54
C 0.02 2.94 -0.59
H -1.04 2.65 -0.67
H 0.51 2.63 -1.52
H 0.07 4.04 -0.53
C -2.01 -4.23 2.17
H -2.88 -4.37 2.84
C -2.03 -4.84 0.90
H -2.91 -5.40 0.60
C -0.89 -4.71 0.08
H -0.86 -5.18 -0.90
C 0.19 -3.99 0.56
H 1.11 -3.85 -0.01
C 0.09 -3.27 1.82
C 0.88 -2.16 2.11
H 1.32 -2.13 3.11
C 1.22 -0.95 -1.09
C 3.35 -1.53 -0.90
H 4.23 -1.91 -0.41
C 3.15 -1.17 -2.20
H 3.82 -1.19 -3.04
N 1.80 -0.80 -2.32
C 1.13 -0.08 -3.34
C 1.73 1.02 -3.99
C 0.91 1.89 -4.72
H 1.37 2.75 -5.21
C -0.47 1.73 -4.79
C -1.34 2.69 -5.53
H -2.21 2.99 -4.93
H -1.73 2.25 -6.46
H -0.78 3.60 -5.80
C -1.04 0.61 -4.17
H -2.12 0.45 -4.23
C -0.26 -0.30 -3.46
C -0.94 -1.50 -2.88
H -1.09 -2.28 -3.64
H -1.93 -1.22 -2.51
H -0.38 -1.95 -2.05
C 3.20 1.33 -3.95
H 3.72 0.91 -4.83
H 3.70 0.97 -3.05
H 3.33 2.42 -4.00
C -2.14 -1.20 3.91
N -3.25 -0.74 3.08
C -4.52 -0.50 3.58
C -5.29 -0.08 2.54
N -4.47 -0.07 1.43
C -3.21 -0.48 1.73
S -2.06 -0.79 0.52
H -2.30 -2.23 4.25
H -1.22 -1.22 3.32
H -2.02 -0.53 4.78
H -4.76 -0.65 4.61
H -6.33 0.20 2.48
H -4.73 0.17 0.48